(1)
C4H8N2OS | ωB97M-V/def2-TZVPD

ORCA input file:
```
! wB97M-V def2-TZVPD RIJCOSX def2/J DEFGRID3
* xyz 0 1
C 0.791 0.751 0.529
C -0.457 -0.159 0.594
C -1.509 -0.117 -0.454
C 1.588 -0.586 0.203
H 0.410 2.629 -0.177
H 1.681 1.828 -0.864
H 1.071 1.106 1.523
H -0.900 -0.148 1.645
H -1.041 0.103 -1.418
H -2.192 0.681 -0.170
H -1.706 -1.925 -0.993
H 0.276 -2.267 0.410
N 0.738 1.712 -0.509
N 0.453 -1.295 0.452
O -2.250 -1.345 -0.406
S 3.047 -0.969 -0.363
*
```

Computed properties:
calculated total energy	-20139.53742	eV
SMILES string	N[C@@H]1C(=S)N[C@@H]1CO
gap between HOMO and LUMO	0.33974	Ha
E_LUMO	0.64	eV
HOMO energy	-8.6	eV

---

(2)
C3H2BaLi2O3 | ωB97M-V/def2-TZVPD

ORCA input file:
```
! wB97M-V def2-TZVPD RIJCOSX def2/J DEFGRID3
* xyz 1 2
C 0.403 1.305 -0.586
C -0.115 0.140 0.032
O 0.771 2.272 -1.088
H -0.942 -0.239 -0.568
H -0.559 0.399 0.993
Ba 3.845 1.894 -0.146
Li 2.681 3.807 -1.386
O 0.914 -1.139 0.427
C 0.706 -2.312 -0.017
O -0.071 -3.158 -0.096
Li 0.667 -3.492 1.667
*
```

Computed properties:
calculated total energy	-10375.18298	eV
expectation value of S²	0.80
gap between HOMO and LUMO (alpha / beta)	0.18389 / 0.17317	Ha
E_LUMO (alpha / beta)	-3.41 / -3.71	eV
HOMO energy (alpha / beta)	-8.4 / -8.4	eV

---

(3)
C19H44N2NbO10 | ωB97M-V/def2-TZVPD

ORCA input file:
```
! wB97M-V def2-TZVPD RIJCOSX def2/J DEFGRID3
* xyz -1 1
C -4.093 7.159 -2.783
N -2.955 6.854 -1.795
C -1.849 6.141 -2.601
Nb -2.155 3.910 -2.268
C -2.532 1.707 -1.796
C -4.085 1.358 -2.268
O -4.230 -0.068 -2.699
C -1.483 3.330 -4.364
C -1.856 4.403 -5.545
C -3.287 4.202 -6.397
N -1.057 5.468 -5.942
H -5.004 7.714 -2.266
H -4.504 6.137 -3.178
H -3.721 7.879 -3.647
H -2.562 7.805 -1.545
H -1.976 6.515 -3.702
H -0.840 6.438 -2.087
H -0.399 3.718 -1.736
H -2.542 4.295 -0.526
H -3.902 4.084 -2.750
H -2.355 1.448 -0.655
H -1.783 1.088 -2.467
H -4.288 1.997 -3.249
H -4.802 1.631 -1.378
H -5.018 -0.028 -3.338
H -0.339 3.065 -4.435
H -2.059 2.321 -4.640
H -2.955 3.629 -7.389
H -3.725 5.235 -6.773
H -4.061 3.545 -5.858
H -1.609 5.939 -6.717
C -0.140 -5.367 0.414
C 0.548 -4.685 -0.755
O -0.363 -4.502 -1.845
C -1.218 -3.455 -1.726
O -1.265 -2.671 -0.791
O -2.029 -3.446 -2.812
C -3.037 -2.440 -2.771
H -0.620 -6.296 0.091
H 0.578 -5.594 1.207
H -0.927 -4.733 0.834
H 1.358 -5.325 -1.123
H 1.001 -3.732 -0.459
H -2.607 -1.450 -2.588
H -3.778 -2.687 -2.004
H -3.539 -2.421 -3.743
C 0.884 -1.517 2.349
C 0.901 -2.862 3.053
O 1.510 -2.752 4.345
C 0.722 -2.239 5.323
O -0.438 -1.881 5.196
O 1.455 -2.168 6.462
C 0.768 -1.563 7.554
H 1.889 -1.085 2.318
H 0.509 -1.619 1.327
H 0.247 -0.801 2.878
H 1.509 -3.567 2.474
H -0.105 -3.292 3.130
H -0.199 -2.044 7.733
H 0.638 -0.493 7.365
H 1.382 -1.683 8.451
C 7.781 -2.347 1.981
C 7.574 -3.572 2.855
O 7.042 -3.201 4.132
C 5.710 -2.944 4.160
O 4.946 -3.010 3.210
O 5.377 -2.574 5.421
C 4.013 -2.190 5.570
H 8.388 -1.600 2.502
H 8.278 -2.619 1.045
H 6.827 -1.869 1.738
H 8.541 -4.052 3.042
H 6.935 -4.316 2.365
H 3.337 -2.965 5.191
H 3.835 -1.239 5.058
H 3.812 -2.053 6.636
*
```

Computed properties:
calculated total energy	-45412.77166	eV
gap between HOMO and LUMO	0.23174	Ha
E_LUMO	2.02	eV
HOMO energy	-4.3	eV

---

(4)
C3H8N2 | ωB97M-V/def2-TZVPD

ORCA input file:
```
! wB97M-V def2-TZVPD RIJCOSX def2/J DEFGRID3
* xyz 0 1
C -0.582 -0.524 -1.037
C -1.172 0.681 1.129
C 2.070 -0.160 -0.152
H -1.663 -0.329 -1.163
H -0.428 -1.685 -0.889
H 0.043 -0.161 -1.882
H -1.428 1.858 0.912
H -2.128 -0.025 0.986
H -0.676 0.568 2.219
H 1.982 -0.660 -1.081
H 3.087 -0.115 0.267
N -0.200 0.252 0.149
N 1.095 0.300 0.542
*
```

Computed properties:
calculated total energy	-6218.35988	eV
SMILES string	C=NN(C)C
gap between HOMO and LUMO	0.33446	Ha
E_LUMO	1.01	eV
HOMO energy	-8.1	eV

---

(5)
C7H8N | ωB97M-V/def2-TZVPD

ORCA input file:
```
! wB97M-V def2-TZVPD RIJCOSX def2/J DEFGRID3
* xyz 1 1
C 1.566 -1.267 0.543
C 2.309 -0.482 -0.065
C 0.169 -1.528 0.523
C 0.413 0.361 -1.117
C -0.353 0.954 1.004
C 1.522 0.877 -0.317
C -0.515 -0.201 -0.047
N 0.891 1.515 0.865
H -0.192 -2.614 0.064
H -0.185 -1.573 1.618
H -0.243 1.052 -1.603
H 0.652 -0.439 -1.857
H -1.130 1.674 0.881
H -0.355 0.933 2.166
H 2.285 1.605 -0.731
H -1.593 -0.269 -0.330
*
```

Computed properties:
calculated total energy	-8863.22141	eV
gap between HOMO and LUMO (alpha / beta)	0.23318 / 0.23301	Ha
E_LUMO (alpha / beta)	-8.28 / -8.29	eV
HOMO energy (alpha / beta)	-14.6 / -14.6	eV

---

(6)
C3H5ClO2S | ωB97M-V/def2-TZVPD

ORCA input file:
```
! wB97M-V def2-TZVPD RIJCOSX def2/J DEFGRID3
* xyz 0 1
C -0.592 -0.877 0.499
C 0.848 1.030 0.019
C 0.929 -0.465 0.134
O -3.586 -0.037 0.832
O 1.305 -1.122 -1.014
S -2.417 0.801 0.995
Cl -1.150 -2.071 -0.504
H 0.249 1.316 -0.862
H 1.904 1.397 -0.162
H 0.247 1.446 0.769
H 1.588 -0.588 0.976
H 0.675 -0.830 -1.681
*
```

Computed properties:
calculated total energy	-30639.31586	eV
gap between HOMO and LUMO (alpha / beta)	0.29682 / 0.24856	Ha
E_LUMO (alpha / beta)	-1.13 / -1.22	eV
HOMO energy (alpha / beta)	-9.2 / -8.0	eV